The following is a DFT calculation (the ωB97M-V functional and the def2-TZVPD basis) of C41H64CuOP2Si as an isolated structure.

Atoms and positions in Å:
Cu -0.0357 -0.4956 0.6662
C -0.7294 3.0587 2.2866
Si -0.0346 1.7695 1.0462
C -0.9823 2.3090 -0.5775
C -0.8168 3.6082 -1.0688
C -1.3982 4.0367 -2.2515
C -2.1875 3.1566 -2.9793
C -2.3956 1.8718 -2.5029
C -1.8051 1.4336 -1.3145
P -1.9609 -0.2656 -0.6164
C -2.2400 -1.5641 -1.9263
C -3.1036 -1.3462 -3.1910
C -2.2371 -1.0894 -4.4219
C -1.3813 -2.3225 -4.7538
C -1.0076 -3.1083 -3.4863
C -0.8682 -2.1604 -2.3011
C -3.5697 -0.3709 0.3300
C -4.9151 -0.3765 -0.4056
C -5.4144 1.0147 -0.7850
C -5.4950 1.9105 0.4484
C -4.1398 1.9918 1.1460
C -3.6165 0.6037 1.5172
C 1.7084 2.4882 0.6325
C 2.1838 3.7005 1.1441
C 3.4717 4.1510 0.8900
C 4.3268 3.3909 0.1056
C 3.8800 2.1855 -0.4169
C 2.5866 1.7277 -0.1637
P 1.9435 0.1113 -0.7651
C 2.1509 0.2113 -2.6185
C 3.4505 0.6734 -3.2850
C 3.4173 0.3205 -4.7840
C 1.9989 0.4140 -5.3673
C 1.2126 1.4928 -4.6341
C 1.0181 1.1053 -3.1589
C 3.1443 -1.1600 -0.1543
C 4.4804 -1.3979 -0.8683
C 5.4155 -2.2977 -0.0289
C 4.6302 -3.1458 0.9642
C 3.9186 -2.2433 1.9803
C 3.4054 -0.9412 1.3405
H -0.7336 4.0882 1.9113
H -0.1406 3.0335 3.2086
H -1.7581 2.8048 2.5531
H -0.1817 4.2961 -0.5177
H -1.2301 5.0459 -2.6109
H -2.6448 3.4675 -3.9117
H -3.0257 1.2119 -3.0807
H -2.7433 -2.3243 -1.3133
H -3.8294 -0.5462 -3.0530
H -3.6976 -2.2497 -3.3739
H -1.5928 -0.2270 -4.2302
H -2.8615 -0.8217 -5.2783
H -0.4703 -2.0019 -5.2667
H -1.9183 -2.9709 -5.4525
H -0.0799 -3.6628 -3.6458
H -1.7780 -3.8540 -3.2622
H -0.1723 -1.3614 -2.5712
H -0.4310 -2.6392 -1.4216
H -3.4447 -1.3733 0.7536
H -5.6523 -0.8224 0.2768
H -4.8801 -1.0315 -1.2772
H -6.3947 0.9358 -1.2650
H -4.7392 1.4727 -1.5107
H -6.2390 1.4979 1.1420
H -5.8392 2.9104 0.1706
H -4.2155 2.6019 2.0504
H -3.4284 2.4972 0.4890
H -4.2869 0.1755 2.2740
H -2.6263 0.6722 1.9751
H 1.5336 4.3062 1.7662
H 3.8103 5.0930 1.3077
H 5.3371 3.7282 -0.0947
H 4.5582 1.5954 -1.0179
H 1.9676 -0.8266 -2.9337
H 4.3379 0.2355 -2.8368
H 3.5354 1.7561 -3.1568
H 3.8098 -0.6905 -4.9284
H 4.0854 0.9950 -5.3280
H 1.4803 -0.5424 -5.2460
H 2.0406 0.6078 -6.4418
H 0.2382 1.6632 -5.0988
H 1.7570 2.4401 -4.7079
H 0.0634 0.5974 -3.0324
H 0.9508 2.0107 -2.5495
H 2.5287 -2.0647 -0.2153
H 4.9952 -0.4533 -1.0493
H 4.2993 -1.8541 -1.8462
H 6.1142 -1.6696 0.5339
H 6.0252 -2.9217 -0.6877
H 5.2894 -3.8507 1.4776
H 3.8914 -3.7473 0.4263
H 4.6044 -2.0032 2.7992
H 3.0729 -2.7806 2.4074
H 4.1401 -0.1361 1.4552
H 2.4901 -0.6192 1.8405
C 0.5977 -4.6119 1.7176
C -0.0068 -3.2085 1.8804
C -1.5234 -3.2973 1.6393
C 0.2101 -2.7250 3.3252
O 0.5958 -2.3579 0.9769
H 0.1770 -5.3354 2.4239
H 1.6786 -4.5629 1.8697
H 0.4164 -4.9671 0.6997
H -2.0080 -4.0443 2.2773
H -1.7117 -3.5514 0.5914
H -1.9709 -2.3223 1.8456
H -0.2986 -3.3573 4.0614
H -0.1665 -1.7023 3.4126
H 1.2763 -2.7096 3.5605

The value obtained for the energy above the lowest of the compared OMol25 structures with the same formula, charge and spin is 4.0 kcal per mole. The calculation puts the HOMO energy at -2.91 eV. The multiplicity is 1. The energy comes out at -4288.72310 hartree. The charge is -1.